Record 1
C4H5NO | ωB97M-V/def2-TZVPD

Last column: natural (NBO) charge in e.
Atoms and positions in Å:
O: -2.03035 -0.44597 -0.71079  -0.667
C: -0.80980 -0.07176 -0.26160  0.434
C: -0.16817 1.13321 -0.17135  -0.395
C: 1.10775 0.86939 0.46438  -0.400
C: 1.13771 -0.49070 0.67660  -0.014
N: 0.00065 -1.06893 0.22205  -0.545
H: -2.47387 0.35134 -1.02351  0.492
H: -0.56915 2.08839 -0.49798  0.219
H: 2.07430 0.73255 -0.03604  0.250
H: 1.94566 -1.04701 1.13250  0.210
H: -0.21473 -2.05051 0.20574  0.418

Calculated values
ΔE to the lowest compared entry with this formula, charge and spin ... 2.0154 eV
E_HOMO ... -7.99 eV
SMILES string ... Oc1ccc[nH]1

Record 2
C32H52Br2IrN3O4PSi3 | ωB97M-V/def2-TZVPD

Last column: Mulliken charge in e.
Atoms and positions in Å:
Ir: -0.04058 0.17773 -0.17452  1.322
C: -2.18089 -2.42068 -3.76188  -1.395
Si: -1.08241 -1.21237 -2.83014  0.365
C: 0.65401 -1.92140 -2.92180  -1.225
C: -1.32966 0.40476 -3.74954  -0.852
C: -1.61804 -1.06090 -0.90369  0.347
Si: -1.77299 -2.93869 -0.32151  0.192
C: -0.46179 -4.11139 -0.96357  -1.299
C: -1.66579 -3.19365 1.53798  -1.082
C: -3.44517 -3.55719 -0.91115  -1.098
Si: -3.28382 -0.12405 -0.72124  0.156
C: -4.38022 -0.01753 -2.22912  -1.236
C: -4.49263 -0.58413 0.67025  -1.594
C: -2.62631 1.60905 -0.28726  0.150
C: -3.45132 2.71535 -0.16115  -0.868
C: -2.94294 3.93905 0.25178  -0.677
C: -1.59731 4.02719 0.55894  -1.306
C: -0.79613 2.91289 0.41184  0.004
N: -1.30194 1.74969 -0.02445  0.385
H: -1.80272 -2.37433 -4.78913  0.438
H: -3.22609 -2.12051 -3.79731  0.365
H: -2.12478 -3.45814 -3.44529  0.432
H: 1.21686 -1.38962 -3.69035  0.345
H: 0.62155 -2.97115 -3.20415  0.702
H: 1.22999 -1.84659 -1.99777  0.107
H: -0.50298 0.56145 -4.44248  0.522
H: -1.37535 1.29936 -3.12930  -0.255
H: -2.23387 0.34028 -4.35233  0.764
H: 0.55227 -3.84228 -0.66568  0.358
H: -0.47081 -4.27314 -2.03672  0.325
H: -0.68941 -5.07245 -0.49487  0.511
H: -0.77059 -2.75401 1.98330  0.291
H: -1.58761 -4.27436 1.67703  0.564
H: -2.54153 -2.86875 2.09808  0.301
H: -3.57372 -3.46721 -1.98637  0.361
H: -4.30162 -3.09497 -0.43027  0.330
H: -3.48656 -4.62380 -0.67359  0.469
H: -4.71472 -1.01162 -2.52708  0.403
H: -3.93493 0.47654 -3.08433  0.335
H: -5.27633 0.54061 -1.94562  0.489
H: -4.24171 -1.48762 1.22570  0.370
H: -5.47031 -0.75513 0.21778  0.358
H: -4.61512 0.22839 1.39141  0.553
H: -4.50682 2.60565 -0.37548  0.619
H: -3.58979 4.80036 0.35210  0.498
H: -1.15012 4.94782 0.90599  0.542
H: 0.27084 2.94157 0.59855  0.518
Br: 5.52805 1.52377 3.34165  -0.072
C: 4.06125 0.95958 2.34604  -0.549
C: 4.16087 0.77572 0.97551  -0.737
C: 3.02935 0.41722 0.27280  0.221
N: 1.85017 0.20533 0.87098  0.293
C: 1.77492 0.30220 2.21526  0.183
C: 2.84450 0.70721 2.98201  -0.875
C: 0.44434 -0.01958 2.77009  1.049
C: 0.25190 -0.25753 4.11579  -0.707
C: -1.03889 -0.44743 4.59629  -0.529
Br: -1.33631 -0.76199 6.40661  -0.058
C: -2.09149 -0.38222 3.69969  -1.125
C: -1.80738 -0.21778 2.36039  0.810
N: -0.57385 -0.05969 1.87119  0.576
H: 5.08991 0.93372 0.44824  0.570
H: 3.07847 0.25881 -0.79504  0.006
H: 2.74843 0.83217 4.04980  0.480
H: 1.09512 -0.27680 4.78944  0.520
H: -3.11646 -0.49501 4.02249  0.567
H: -2.61394 -0.19200 1.64747  -0.704
C: 4.18553 -0.21745 -3.06299  -1.530
C: 3.58446 0.96416 -3.80453  1.954
C: 2.55113 0.54212 -4.83778  -1.079
C: 4.68106 1.80525 -4.43767  -1.692
O: 2.99789 1.86249 -2.79430  -0.097
P: 1.61362 2.07427 -2.08867  -1.363
O: 1.84267 2.78432 -0.81104  -0.957
O: 0.93774 0.65011 -1.85012  1.268
O: 0.59895 2.74703 -3.07796  0.897
C: 0.58601 4.13273 -3.62440  1.416
C: 1.62445 5.01621 -2.95489  -1.464
C: -0.82396 4.62407 -3.34605  -1.456
C: 0.85058 4.00238 -5.11297  -1.474
H: 4.74430 -0.83983 -3.76188  0.545
H: 3.42091 -0.83431 -2.59435  0.191
H: 4.88529 0.13373 -2.30267  0.242
H: 2.89312 -0.36231 -5.34205  0.502
H: 2.40482 1.31109 -5.59301  0.301
H: 1.58698 0.33138 -4.37811  -0.236
H: 5.19213 1.22381 -5.20553  0.436
H: 5.41232 2.11605 -3.69231  0.364
H: 4.25937 2.69514 -4.90435  0.348
H: 1.44033 5.11911 -1.88762  0.341
H: 1.57594 6.00255 -3.41688  0.495
H: 2.63305 4.62690 -3.09457  0.283
H: -0.99976 4.68488 -2.27231  0.202
H: -1.55888 3.95051 -3.78938  0.262
H: -0.96300 5.61676 -3.77408  0.517
H: 1.87666 3.68959 -5.29897  0.198
H: 0.70221 4.96957 -5.59296  0.521
H: 0.17001 3.28210 -5.56780  0.240

Calculated values
Total charge ... +2
ΔE to the lowest compared entry with this formula, charge and spin ... 0.7484 eV
E_HOMO (spin up / spin down) ... -14.56 / -14.72 eV
⟨S²⟩ ... 0.7561
2S+1 ... 2

Record 3
C9H20N3O5P2S | ωB97M-V/def2-TZVPD

Last column: natural (NBO) charge in e.
Atoms and positions in Å:
O: 0.09378 1.59895 0.67329  -1.103
P: 1.41765 1.33491 0.10428  2.077
O: 2.37481 2.55190 0.38135  -0.957
O: 2.04401 -0.00145 0.71448  -0.968
P: 1.16780 1.17750 -2.07116  0.388
N: -0.56515 1.49540 -2.12514  -0.558
C: -1.49700 0.52527 -2.20009  0.234
N: -2.65853 1.13734 -2.17987  -0.248
C: -3.90811 0.35076 -2.20772  -0.220
C: -4.33669 -0.04748 -0.76103  -0.423
C: -5.55674 0.70154 -0.25351  -0.511
S: -5.22065 2.48413 -0.07055  -0.095
C: -2.50242 2.48421 -2.10464  -0.132
C: -1.16573 2.70431 -2.06555  0.481
O: -0.46748 3.82069 -1.95848  -0.622
H: 2.21236 2.78937 1.30848  0.527
H: 1.51428 -0.73509 0.36670  0.522
H: 1.29019 -0.18682 -2.40050  0.026
H: -1.33574 -0.52777 -2.26599  0.247
H: -4.69180 0.91830 -2.69325  0.234
H: -3.72330 -0.56127 -2.75939  0.230
H: -3.49602 0.18497 -0.11231  0.228
H: -4.46968 -1.12372 -0.71627  0.233
H: -5.77875 0.34312 0.74357  0.246
H: -6.40872 0.53790 -0.90266  0.221
H: -5.68612 2.75891 1.15559  0.166
H: -3.30034 3.18939 -2.05076  0.262
H: -0.99706 4.56350 -2.26769  0.516
C: 3.39121 -2.54298 1.63954  0.516
O: 2.44627 -3.30356 1.49605  -0.651
N: 4.51537 -2.82388 2.31279  -0.418
C: 5.59685 -1.86545 2.44032  -0.399
C: 4.65103 -4.13315 2.93465  -0.419
H: 3.38416 -1.53781 1.20229  0.111
H: 6.50921 -2.27593 2.00442  0.202
H: 5.77410 -1.64487 3.49425  0.202
H: 5.34394 -0.94151 1.92434  0.207
H: 4.57909 -4.91189 2.17552  0.218
H: 3.84870 -4.28427 3.65664  0.218
H: 5.61124 -4.20348 3.43802  0.209

Calculated values
Total charge ... +1
E_HOMO ... -11.24 eV

Record 4
C7H13NO2 | ωB97M-V/def2-TZVPD

Last column: natural (NBO) charge in e.
Atoms and positions in Å:
C: -0.16486 -1.55145 1.21569  0.414
C: -2.45483 0.78494 -0.68645  0.418
C: 2.22026 -0.34590 -0.01044  -0.605
C: 0.88573 1.41623 1.36887  -0.622
C: -0.26823 -1.17776 -1.26964  -0.618
C: 0.88991 0.47281 0.08772  -0.261
C: -0.25171 -0.49143 0.10759  0.242
N: -3.74298 1.12207 -0.73694  -0.689
O: 0.06706 -2.68664 0.89389  -0.488
O: -1.80044 -0.01044 0.25140  -0.569
H: -0.34077 -1.27072 2.24137  0.140
H: -1.60150 1.08977 -1.43711  0.110
H: 2.54178 -0.88962 0.92311  0.219
H: 2.31160 -0.93156 -0.83796  0.213
H: 3.02499 0.33358 -0.17070  0.223
H: 0.12585 1.32456 2.10737  0.221
H: 1.78743 1.12892 1.83357  0.207
H: 0.82767 2.51742 1.16509  0.222
H: -1.14418 -1.89886 -1.30810  0.241
H: 0.64261 -1.53826 -1.48630  0.212
H: -0.53912 -0.35879 -2.03013  0.202
H: 0.81654 1.10567 -0.69764  0.215
H: -3.83281 1.85544 -1.52428  0.353

Calculated values
ΔE to the lowest compared entry with this formula, charge and spin ... 4.2720 eV
E_HOMO ... -9.88 eV
SMILES string ... [H]/N=C/O[C@](C)(C=O)C(C)C

Record 5
C4H7NOS | ωB97M-V/def2-TZVPD

Last column: natural (NBO) charge in e.
Atoms and positions in Å:
C: 0.03964 0.00085 -0.12536  0.254
C: 1.36285 0.46288 0.19391  -0.535
C: -1.12038 0.76425 -0.40362  -0.462
C: -2.39997 0.13339 -0.29656  0.401
H: -0.94730 -2.18364 0.06114  0.503
H: 0.85136 -1.73402 1.05715  0.318
H: 1.38734 1.45386 0.00103  0.234
H: 1.59701 0.53075 1.27626  0.244
H: 3.85943 0.92442 -0.43554  0.154
H: -1.08647 1.86554 -0.68148  0.240
H: -3.52885 0.88887 0.22024  0.096
N: -0.13573 -1.37690 -0.01221  -0.774
O: -2.70455 -1.11808 -0.39542  -0.614
S: 2.82563 -0.61216 -0.45954  -0.056

Calculated values
ΔE to the lowest compared entry with this formula, charge and spin ... 7.4003 eV
E_HOMO ... -8.94 eV

Record 6
C4H2O2 | ωB97M-V/def2-TZVPD

Last column: natural (NBO) charge in e.
Atoms and positions in Å:
O: 0.29963 0.73157 0.84894  -0.441
C: 0.64587 1.64725 0.00282  0.099
C: -0.13684 -0.32340 -1.23421  0.803
O: -0.21525 -0.49611 -2.36680  -0.376
C: -0.16756 -0.44813 0.16716  -0.144
C: -0.64500 -1.64656 0.44864  -0.235
H: 0.97060 2.49183 0.64449  0.109
H: -0.75145 -1.95646 1.48896  0.185

Calculated values
ΔE to the lowest compared entry with this formula, charge and spin ... 4.2006 eV
E_HOMO ... -9.13 eV

Record 7
C24H28N4O4 | ωB97M-V/def2-TZVPD

Last column: natural (NBO) charge in e.
Atoms and positions in Å:
C: -0.35729 -0.22407 5.38912  -0.155
C: -1.20616 -1.33840 5.42728  -0.237
C: -1.07706 -2.35421 4.47833  -0.197
C: -0.10125 -2.25345 3.48077  -0.072
C: -0.07668 -3.20706 2.33352  -0.093
O: -0.80029 -2.55015 1.21713  -0.531
C: -0.10908 -1.60552 0.56909  0.927
N: -1.00520 -0.68508 -0.10152  -0.350
N: -0.36649 0.10642 -1.06806  -0.607
C: -0.18380 -0.68429 -2.17966  0.843
O: -0.66158 -1.80334 -2.36368  -0.727
O: 0.63672 -0.02225 -3.06114  -0.531
C: 0.73351 -0.62813 -4.37123  -0.118
C: 2.10579 -0.37641 -4.92493  0.052
C: 2.52743 0.93819 -5.14994  -0.232
C: 3.80063 1.19110 -5.67618  -0.200
C: 4.67091 0.12953 -5.96554  -0.225
C: 4.26570 -1.18449 -5.69385  -0.212
C: 2.98836 -1.43727 -5.17972  -0.233
O: 1.10029 -1.50717 0.54807  -0.592
C: 0.80612 -1.19457 3.50568  -0.210
C: 0.67502 -0.16955 4.44128  -0.234
H: -0.47394 0.58472 6.11489  0.208
H: -1.98227 -1.41471 6.19247  0.216
H: -1.73574 -3.22724 4.47216  0.211
H: 0.94024 -3.43731 1.99164  0.226
H: -0.65040 -4.10875 2.54086  0.204
H: 0.51610 -1.69799 -4.28138  0.221
H: -0.02319 -0.09927 -4.96913  0.179
H: 1.83368 1.75317 -4.92981  0.216
H: 4.10645 2.22259 -5.86010  0.209
H: 5.65857 0.32234 -6.39146  0.212
H: 4.93713 -2.02438 -5.88934  0.211
H: 2.64767 -2.45718 -4.98373  0.215
H: 1.59959 -1.19435 2.75653  0.249
H: 1.38500 0.66001 4.42583  0.221
C: 0.76403 1.61779 0.90718  -0.674
C: -0.52911 2.38566 0.80257  0.170
C: -0.60851 3.37777 1.95032  -0.621
C: -0.64883 3.05031 -0.56195  -0.645
N: -1.71020 1.41949 0.95070  -0.328
C: -1.82834 0.12050 0.64763  0.641
N: -3.01982 -0.32948 1.10540  -0.312
C: -3.53691 -1.68377 1.01329  -0.422
C: -3.73264 0.77192 1.56160  -0.061
C: -2.93223 1.84300 1.43099  -0.059
H: 0.86715 0.92921 0.05954  0.307
H: 1.59186 2.33493 0.84164  0.216
H: 0.86615 1.07946 1.85725  0.203
H: -1.49693 4.01963 1.89719  0.200
H: -0.59680 2.84905 2.91512  0.219
H: 0.26823 4.04145 1.93468  0.234
H: -1.60192 3.58173 -0.67162  0.198
H: 0.16584 3.77359 -0.69483  0.216
H: -0.55782 2.27847 -1.33888  0.282
H: -2.71907 -2.33926 0.70314  0.276
H: -3.89713 -2.00349 1.99824  0.211
H: -4.35991 -1.74598 0.28688  0.215
H: -4.74611 0.72606 1.91367  0.233
H: -3.12549 2.88048 1.64601  0.238

Calculated values
ΔE to the lowest compared entry with this formula, charge and spin ... 4.9374 eV
E_HOMO ... -7.23 eV

no.,DFT total energy (eV)
1,-7764.51108
2,-222526.49172
3,-53773.49167
4,-13051.65685
5,-18627.14934
6,-8268.32770
7,-39491.28668